A structure of composition Cl5O20Pb in a non-equilibrium geometry, computed with wB97M-V/def2-TZVPD.

Geometry (Å):
1 Pb -0.3789 -1.5828 -0.2390
2 Cl 3.3984 0.1806 -0.9646
3 O 4.4861 -0.3963 -0.1271
4 O 3.5988 0.2727 -2.4135
5 O 2.2859 -0.7611 -0.8441
6 O 3.1832 1.4126 -0.3278
7 Cl 1.9831 -1.3056 3.3501
8 O 2.6457 -0.0525 3.1666
9 O 1.2033 -1.6146 2.1680
10 O 3.0026 -2.3869 3.4598
11 O 1.2630 -1.4919 4.6203
12 Cl -0.7740 1.5868 1.8925
13 O 0.1840 1.9928 2.8816
14 O -1.4725 0.4104 2.4786
15 O -1.7151 2.5841 1.5352
16 O 0.0084 1.0299 0.7737
17 Cl -4.1939 0.0618 -0.2933
18 O -2.9753 -0.7408 -0.1617
19 O -4.0183 1.4528 -0.1483
20 O -4.7588 -0.2620 -1.6114
21 O -5.0347 -0.4247 0.8045
22 Cl -0.3760 0.0244 -3.9504
23 O -0.4051 -0.7459 -2.7164
24 O -1.3144 1.0991 -4.0035
25 O 0.9371 0.5419 -4.2588
26 O -0.7627 -0.8845 -5.0710

Its net charge is -3. Its energy above the lowest of the compared OMol25 structures with the same formula, charge and spin is 52.0 kcal/mol. The value obtained for the electronic energy is -108772.058 eV. For the HOMO energy, the calculation gives -0.0605 Eh. The gap between HOMO and LUMO comes out at 7.12 eV.

Atomic partial charges in e from the natural (NBO) method, atoms 1 to 8: atom 1 (Pb): 1.741, atom 2 (Cl): 2.524, atom 3 (O): -0.869, atom 4 (O): -0.836, atom 5 (O): -0.951, atom 6 (O): -0.820, atom 7 (Cl): 2.519, atom 8 (O): -0.790